{
  "formula": "CH5N3",
  "method": "ωB97M-V with the def2-TZVPD basis set",
  "elements": ["H", "N", "N", "N", "C", "H", "H", "H", "H"],
  "xyz": [[-1.65520, -1.77118, -1.73260], [-1.38751, -0.82722, -1.54763], [-0.47449, -0.86561, -0.48119], [-0.07316, 0.31378, -0.14956], [0.87084, 0.46685, 0.90925], [-0.62439, 0.98175, -0.60587], [0.40576, 1.14183, 1.62886], [0.99485, -0.32816, 1.51228], [1.94329, 0.88796, 0.46645]],
  "forces_ev_per_angstrom": [[0.13, -0.98, 0.29], [3.87, 1.50, 4.59], [-3.64, -1.49, -4.74], [0.04, -2.18, 0.12], [1.62, 4.79, -2.19], [-0.36, 2.07, -0.48], [0.53, 0.82, -0.15], [0.56, -3.48, 1.12], [-2.74, -1.04, 1.45]],
  "relative_energy_ev": 3.616,
  "homo_lumo_gap_ev": 9.980,
  "total_energy_ha": -205.2582,
  "smiles": "[H]/N=N/NC",
  "largest_force_ev_per_a": 6.18
}